2 unconnected molecules or ions with the total composition C23H39FN5OS at a distorted geometry. Source: OMol25; level of theory: the ωB97M-V functional and the def2-TZVPD basis.

The calculation puts the largest force on an atom at 0.140 hartree/bohr. As for the charge: -1. The multiplicity is 1. As for the HOMO energy: -4.3 eV.

Element x y z (Å)
C 0.54 4.18 -2.40
O 1.85 3.51 -2.54
C 2.26 3.40 -3.95
C 2.71 1.82 -4.25
C 1.29 1.05 -4.65
C 1.36 -0.59 -4.41
C 0.05 -1.05 -3.48
C -1.38 -0.57 -4.13
C -2.47 -1.81 -4.33
C -3.92 -1.49 -3.57
C -3.97 -2.11 -2.04
C -3.90 -0.85 -0.94
C -2.39 -0.94 -0.27
C -1.98 0.35 0.65
C -2.56 1.90 0.41
C -2.01 3.11 1.41
N -2.46 4.58 1.36
S -1.53 5.34 2.66
N -0.55 4.12 3.45
C -0.93 2.88 2.62
C -0.39 1.34 2.82
C -0.89 0.06 1.89
C -0.27 -1.41 2.26
C -0.06 -1.59 3.90
C 1.54 -1.59 4.34
C 1.55 -1.96 5.97
N 2.67 -1.27 6.73
C 4.01 -1.88 6.34
N 4.65 -2.66 7.28
N 4.73 -1.64 5.03
H 0.61 5.37 -2.39
H -0.26 3.86 -3.20
H 0.09 3.89 -1.34
H 1.41 3.66 -4.73
H 3.15 4.14 -4.19
H 3.23 1.33 -3.32
H 3.41 1.77 -5.19
H 0.44 1.58 -4.03
H 1.10 1.27 -5.81
H 2.30 -0.76 -3.71
H 1.42 -1.18 -5.42
H 0.07 -2.21 -3.24
H 0.21 -0.49 -2.44
H -1.88 0.19 -3.38
H -1.24 -0.02 -5.16
H -2.69 -1.86 -5.49
H -2.03 -2.85 -4.03
H -4.79 -2.05 -4.16
H -4.09 -0.32 -3.59
H -4.87 -2.84 -1.85
H -2.97 -2.75 -1.93
H -4.71 -1.05 -0.09
H -4.15 0.18 -1.42
H -1.63 -0.99 -1.18
H -2.33 -1.98 0.27
H -3.36 2.11 -0.45
H 0.37 1.16 3.71
H 0.75 -1.62 1.67
H -0.98 -2.32 1.95
H -0.72 -0.84 4.53
H -0.46 -2.68 4.20
H 1.99 -0.53 4.11
H 2.11 -2.45 3.74
H 1.50 -3.13 6.15
H 0.51 -1.54 6.37
H 2.49 -1.53 7.74
H 5.57 -2.98 6.90
H 5.32 -2.47 4.74
H 5.32 -0.78 5.16
F 2.25 -0.53 2.35



A molecular structure, C23H39N2O9PPbS2Sb at a distorted geometry. Source: OMol25; level of theory: the ωB97M-V functional and the def2-TZVPD basis.

The expectation value of S² is 0.754. The calculation puts the largest force on an atom at 0.057 hartree/bohr. As for the charge: -2. The calculation puts the energy above the lowest of the compared OMol25 structures with the same formula, charge and spin at 202.85 kJ/mol. The multiplicity is 2. As for the HOMO energy (spin up / spin down): 0.7 / -2.8 eV.

Element x y z (Å)
Pb -1.11 1.19 -1.44
C 4.58 1.94 -7.04
C 4.03 2.00 -5.65
O 3.41 0.71 -5.38
P 2.63 0.52 -3.94
S 2.03 -1.34 -3.76
S 1.38 1.99 -3.63
O 4.00 0.78 -3.06
C 3.95 0.61 -1.67
C 5.33 0.40 -1.16
H 5.38 2.69 -7.26
H 3.74 2.15 -7.75
H 4.99 0.95 -7.29
H 3.32 2.81 -5.57
H 4.84 2.20 -4.93
H 3.32 -0.22 -1.41
H 3.50 1.49 -1.20
H 5.73 -0.48 -1.65
H 5.34 0.27 -0.11
H 6.03 1.22 -1.41
O -4.30 1.31 1.68
C -3.70 1.68 0.69
O -3.06 0.95 -0.14
C -3.90 3.15 0.28
C -4.74 3.96 1.07
C -5.08 5.25 0.69
C -4.56 5.84 -0.45
C -3.62 5.09 -1.17
C -3.25 3.73 -0.90
O -2.35 3.15 -1.58
N -3.09 5.84 -2.34
O -2.87 7.01 -2.18
O -2.96 5.22 -3.40
N -5.83 6.18 1.53
O -6.10 5.87 2.68
O -6.10 7.33 1.11
H -5.16 3.51 2.00
H -4.75 6.84 -0.72
C 2.98 -2.27 1.14
C 1.85 -2.37 2.16
C 2.23 -1.45 3.36
C 1.77 -3.75 2.74
Sb 0.01 -1.67 1.15
C -0.61 -3.61 0.23
C -1.20 -4.62 1.18
C 0.61 -4.12 -0.51
C -1.70 -3.24 -0.79
C -1.29 -1.46 2.97
C -1.27 -2.52 4.09
C -0.90 -0.14 3.60
C -2.72 -1.34 2.47
H 3.94 -2.64 1.60
H 3.13 -1.21 0.89
H 2.79 -2.84 0.25
H 3.25 -1.64 3.65
H 1.69 -1.75 4.28
H 2.13 -0.37 3.28
H 2.65 -3.92 3.35
H 1.80 -4.48 1.87
H 0.85 -3.92 3.29
H -0.52 -5.03 1.89
H -1.58 -5.42 0.55
H -2.11 -4.29 1.70
H 1.40 -4.47 0.11
H 1.03 -3.23 -1.06
H 0.31 -4.85 -1.22
H -2.52 -2.73 -0.38
H -2.12 -4.15 -1.23
H -1.35 -2.63 -1.61
H -0.32 -2.58 4.61
H -1.49 -3.50 3.68
H -2.00 -2.12 4.83
H 0.17 -0.13 3.90
H -1.47 -0.04 4.54
H -1.13 0.70 2.91
H -3.06 -2.35 2.24
H -2.84 -0.73 1.53
H -3.35 -0.94 3.21